A molecular structure, C7H8BrOP at a distorted geometry. Source: OMol25; level of theory: wB97M-V/def2-TZVPD.

Geometry (Å):
C1 -0.39 -1.92 -0.39
C2 0.39 -1.16 -1.17
C3 -1.15 -1.27 0.63
C4 0.83 0.23 -0.85
C5 -1.07 0.08 0.85
C6 0.00 0.88 0.25
C7 0.34 1.95 0.98
O1 -2.77 2.01 -0.67
P1 -2.57 0.55 -0.86
Br1 -4.33 -0.36 0.15
H1 -0.64 -2.92 -0.52
H2 0.91 -1.60 -1.97
H3 -1.97 -1.76 1.18
H4 1.96 0.09 -0.47
H5 -1.68 0.65 1.61
H6 1.08 2.77 0.83
H7 -0.50 2.16 1.74
H8 1.03 0.68 -1.82

Output
Relative energy (zero: lowest compared OMol25 entry of this formula, charge and spin)   121.30 kJ/mol
Total energy   -3262.08336 Eh
Largest force on an atom   2.5 eV/Å
HOMO-LUMO gap (spin up / spin down)   7.5 / 7.5 eV
Charge   0